No. 1
ORCA calculation (ωB97M-V/def2-TZVPD) on a structure of composition C39H48N3O5S2TaTe.

Results
DFT total energy: -86409.5949 eV
HOMO: -18.46 eV
ΔE to the lowest compared entry with this formula, charge and spin: 1.762 eV
frontier orbital gap: 0.2334 hartree

```
! wB97M-V def2-TZVPD RIJCOSX def2/J DEFGRID3
* xyz 4 1
Ta 0.2856 -0.0755 0.3504
C -0.0484 -2.5794 4.3130
C -0.4893 -1.3114 3.6276
C -1.5600 -0.5535 4.3766
O 0.6690 -0.4401 3.3237
C -0.7791 -1.5144 2.1488
O -0.2876 -2.3994 1.4581
O -1.2416 -0.4169 1.4996
H 0.2649 -2.3498 5.3329
H 0.7738 -3.0628 3.7849
H -0.8803 -3.2827 4.3780
H -1.1628 -0.2295 5.3396
H -2.4163 -1.2043 4.5747
H -1.9074 0.3161 3.8191
H 1.2116 -0.3644 4.1207
O 0.7912 1.6302 1.1076
S 1.6940 2.6727 1.9141
C 1.9955 4.0053 0.7093
C 1.3997 5.2670 1.3413
C 0.1064 4.8213 2.0270
C 0.5104 3.6261 2.8844
H 1.4516 3.6967 -0.1856
H 3.0640 4.0505 0.5028
H 1.2348 6.0198 0.5714
H 2.0924 5.6909 2.0714
H -0.6434 4.5315 1.2868
H -0.3200 5.6042 2.6532
H -0.2778 2.9449 3.2078
H 1.0842 3.9267 3.7679
C 4.9174 -3.4973 1.2882
C 3.6113 -3.3354 2.0312
N 2.7843 -2.3125 1.3576
C 3.2544 -1.3197 0.5989
N 2.3718 -0.4145 0.0586
C 2.8937 0.6561 -0.8062
C 4.1289 0.2091 -1.5444
C 5.1455 -0.1952 -0.5047
N 4.5613 -1.2220 0.3865
C 5.5255 -2.1314 1.0614
H 4.7564 -4.0025 0.3339
H 5.6037 -4.1042 1.8756
H 3.7908 -3.0364 3.0639
H 3.0420 -4.2610 2.0404
H 1.7885 -2.4613 1.3981
H 3.1450 1.5317 -0.2004
H 2.1051 0.9627 -1.5135
H 4.5089 1.0160 -2.1695
H 3.9093 -0.6444 -2.1884
H 5.4789 0.6628 0.0826
H 6.0221 -0.6324 -0.9733
H 5.8432 -1.6783 2.0018
H 6.3985 -2.2011 0.4190
Te -2.0240 0.9631 -1.0445
C -2.0137 2.9316 -1.7910
C -2.2234 4.0403 -0.9869
C -2.4611 5.2628 -1.6000
C -2.4802 5.3645 -2.9882
C -2.2508 4.2456 -3.7769
C -2.0210 3.0117 -3.1800
C -3.4039 1.3069 0.4991
C -4.6839 0.8353 0.2582
C -5.6922 1.1589 1.1626
C -5.4093 1.9417 2.2719
C -4.1112 2.3907 2.5054
C -3.0961 2.0699 1.6179
H -2.2427 3.9704 0.0928
H -2.6535 6.1370 -0.9880
H -2.6877 6.3191 -3.4553
H -2.2670 4.3241 -4.8561
H -1.8670 2.1361 -3.7988
H -4.9102 0.2370 -0.6157
H -6.6996 0.8013 0.9907
H -6.2025 2.2070 2.9601
H -3.8987 3.0011 3.3760
H -2.0817 2.4049 1.7998
O 0.0206 -1.3295 -1.0452
S -0.0497 -2.8852 -1.5780
C -1.7395 -3.2727 -1.6633
C -2.6386 -2.5403 -2.4466
C -3.9702 -2.8946 -2.4011
C -4.3854 -3.9713 -1.6090
C -3.4753 -4.7014 -0.8540
C -2.1386 -4.3413 -0.8558
C 0.4441 -2.7037 -3.2608
C 1.5441 -1.8858 -3.5198
C 2.0155 -1.8018 -4.8163
C 1.4129 -2.5517 -5.8256
C 0.3446 -3.3900 -5.5418
C -0.1546 -3.4808 -4.2498
H -2.2989 -1.7468 -3.0963
H -4.6890 -2.3554 -3.0044
H -5.4335 -4.2468 -1.5903
H -3.8042 -5.5532 -0.2725
H -1.4150 -4.8947 -0.2649
H 2.0119 -1.3244 -2.7205
H 2.8626 -1.1679 -5.0464
H 1.7905 -2.4891 -6.8392
H -0.1053 -3.9843 -6.3269
H -0.9694 -4.1573 -4.0294
*
```

***

No. 2
ORCA calculation (ωB97M-V/def2-TZVPD) on a cluster of 3 separate species, C2H8O3 in total.

Results
DFT total energy: -8344.6259 eV
HOMO: -9.25 eV
ΔE to the lowest compared entry with this formula, charge and spin: 1.376 eV
SMILES: C=CO.O.O
frontier orbital gap: 0.3549 hartree

```
! wB97M-V def2-TZVPD RIJCOSX def2/J DEFGRID3
* xyz 0 1
C 0.8577 -0.3715 -0.7423
C 0.1908 0.3993 0.1117
O -0.2100 -0.0125 1.3406
H 1.6695 -0.1294 -1.4104
H 0.7659 -1.4545 -0.6436
H 0.0786 1.4599 -0.1078
H -0.6427 0.7176 1.7807
O -1.5378 4.0105 0.4893
H -0.7250 4.5297 0.4622
H -1.3591 3.1962 0.0038
O 0.3252 -4.4354 -0.6272
H -0.0458 -3.6080 -0.9258
H 0.6326 -4.3018 0.2687
*
```

***

No. 3
ORCA calculation (ωB97M-V/def2-TZVPD) on a cluster of 2 separate species, C9H19N3 in total.

Results
DFT total energy: -14108.3886 eV
HOMO: -8.40 eV
ΔE to the lowest compared entry with this formula, charge and spin: 1.360 eV
SMILES: C=CC(N)C=C.C/C=N\NCC
frontier orbital gap: 0.3470 hartree

```
! wB97M-V def2-TZVPD RIJCOSX def2/J DEFGRID3
* xyz 0 1
C -2.8900 -3.3103 -0.5746
C -3.1662 -2.0105 -0.5313
C -2.0455 -0.9979 -0.5220
N -1.8095 -0.4639 -1.8585
C -2.4139 0.0356 0.5072
C -1.8795 0.0870 1.7148
H -3.6177 -4.0243 -0.9150
H -1.9546 -3.7124 -0.1705
H -4.1756 -1.6552 -0.7306
H -1.1257 -1.5493 -0.1981
H -2.6569 -0.0172 -2.1821
H -1.5952 -1.2485 -2.4620
H -3.2908 0.6509 0.2499
H -2.3216 0.6493 2.5289
H -0.9624 -0.4586 1.9458
C 4.1414 0.6996 1.6485
C 3.4390 -0.2369 0.7229
N 2.7045 0.1264 -0.2574
N 2.6163 1.5058 -0.4826
C 1.3931 1.8142 -1.1742
C 0.1839 1.6855 -0.3027
H 4.5049 1.5971 1.1369
H 5.0097 0.2021 2.0872
H 3.4545 0.9919 2.4578
H 3.5800 -1.3179 0.8719
H 2.6472 2.0227 0.3936
H 1.2841 1.1211 -2.0097
H 1.4437 2.8354 -1.5874
H -0.7003 1.9498 -0.9141
H 0.0268 0.6683 0.0505
H 0.1761 2.3604 0.5569
*
```

***

No. 4
ORCA calculation (ωB97M-V/def2-TZVPD) on a structure of composition C25H26Br4FeNO2.

Results
DFT total energy: -346490.0713 eV
HOMO (alpha / beta): -4.49 / -4.63 eV
⟨S²⟩: 6.015
ΔE to the lowest compared entry with this formula, charge and spin: 1.525 eV
frontier orbital gap (alpha / beta): 0.2591 / 0.2644 hartree

```
! wB97M-V def2-TZVPD RIJCOSX def2/J DEFGRID3
* xyz -1 5
Fe -17.6907 -5.9565 -1.8427
C -16.1292 -12.3622 2.2059
C -16.8863 -11.1586 2.7820
C -18.4285 -11.4282 2.8289
C -16.5048 -9.7997 2.1533
C -15.1385 -9.6180 1.7692
C -14.6698 -8.3318 1.5673
C -15.4816 -7.2102 1.6340
C -14.9358 -5.8182 1.3441
C -16.8599 -7.4580 1.7690
C -17.3633 -8.6959 2.0722
H -16.6301 -13.3100 2.3742
H -14.9678 -12.4569 2.5037
H -16.2664 -12.3239 1.1427
H -16.5870 -11.1584 3.8092
H -18.9453 -11.5427 1.8940
H -18.8909 -10.6069 3.2886
H -18.6587 -12.2699 3.4621
H -14.4058 -10.4721 1.7556
H -13.5754 -8.1827 1.4100
H -14.9127 -5.1492 2.2671
H -15.7364 -5.3258 0.7137
H -13.9400 -5.8304 0.8876
H -17.5474 -6.6060 1.8020
H -18.4436 -8.7712 2.3025
Br -14.9989 -0.0374 -3.8471
C -15.7828 -1.3870 -2.7336
C -15.9932 -1.1128 -1.3821
Br -15.5341 0.5218 -0.5898
C -16.4599 -2.2617 -0.6889
Br -16.9254 -2.2980 1.1553
C -16.7144 -3.4867 -1.2065
O -17.0817 -4.5069 -0.4616
C -16.6294 -3.6245 -2.5992
O -17.0316 -4.7463 -3.1577
C -16.2044 -2.5563 -3.3146
Br -16.1415 -2.8744 -5.1732
C -15.0000 -7.0537 -2.1718
N -16.2527 -7.5694 -2.5497
C -16.4596 -7.5822 -4.0175
C -16.6525 -8.7596 -1.8106
C -18.1689 -8.8184 -1.6684
C -18.7595 -10.0626 -1.6107
C -20.0709 -10.0938 -1.1635
C -20.7577 -8.9975 -0.7144
C -20.1546 -7.7401 -0.9132
C -18.8962 -7.5798 -1.4166
H -14.1402 -7.7489 -2.4513
H -14.9504 -6.9248 -1.0540
H -14.8720 -6.0285 -2.5907
H -16.0128 -8.5413 -4.4656
H -16.1158 -6.6827 -4.4405
H -17.5481 -7.6262 -4.2298
H -16.1824 -8.6779 -0.8794
H -16.1121 -9.6329 -2.2885
H -18.2475 -10.8808 -1.9846
H -20.5180 -11.0350 -0.9830
H -21.7817 -9.0037 -0.4464
H -20.8064 -6.8696 -0.6570
*
```

***

No. 5
ORCA calculation (ωB97M-V/def2-TZVPD) on the molecule C6H10O2.

Results
DFT total energy: -10472.5819 eV
HOMO: -8.79 eV
ΔE to the lowest compared entry with this formula, charge and spin: 6.588 eV
SMILES: C1=C\OCOCCC/1
frontier orbital gap: 0.3566 hartree

```
! wB97M-V def2-TZVPD RIJCOSX def2/J DEFGRID3
* xyz 0 1
C -1.3191 -0.5174 -0.4932
C -0.4819 -0.3099 -1.4971
O 0.5346 0.5225 -1.9123
C 1.9401 0.7970 -1.1652
O 1.7840 1.1504 0.1131
C 0.7448 0.2641 0.6152
C -0.1932 0.1304 1.8740
C -1.4378 -0.2875 0.9600
H -2.1260 -1.1864 -0.8788
H -0.6361 -0.8984 -2.4351
H 2.3791 -0.1958 -1.0807
H 2.3498 1.4743 -1.8428
H -0.1307 0.6502 -0.0538
H 0.9981 -0.7038 0.1726
H -0.4850 1.0532 2.3984
H 0.0004 -0.9215 2.4852
H -2.2500 0.3643 1.3905
H -1.6712 -1.3857 1.3502
*
```

***

No. 6
ORCA calculation (ωB97M-V/def2-TZVPD) on the molecule C2H6N2O.

Results
DFT total energy: -7198.9333 eV
HOMO: -9.42 eV
ΔE to the lowest compared entry with this formula, charge and spin: 0.854 eV
SMILES: NCC(N)=O
frontier orbital gap: 0.3823 hartree

```
! wB97M-V def2-TZVPD RIJCOSX def2/J DEFGRID3
* xyz 0 1
N -1.5136 0.7997 -0.5324
C -0.9488 -0.4850 -0.1506
C 0.4970 -0.2526 0.3177
N 1.4890 -0.7010 -0.5523
O 0.7080 0.5737 1.1786
H -1.8562 1.2711 0.2919
H -2.2594 0.6831 -1.2049
H -1.5072 -0.9832 0.6485
H -0.8768 -1.1760 -0.9782
H 1.3076 -0.4354 -1.5080
H 2.3878 -0.4238 -0.1807
*
```

***

> Which value of DFT total energy does entry 5 give?

-10472.5819 eV